C19H20N2O3 | wB97M-V/def2-TZVPD

The geometry in XYZ format:
```
44
Properties=species:S:1:pos:R:3:mulliken_charge:R:1
C 2.62 -4.33 -1.96 -1.490
C 1.78 -3.42 -1.11 0.758
C 1.84 -3.49 0.27 -0.843
C 1.04 -2.67 1.04 -0.565
C 0.16 -1.76 0.45 0.053
N -0.60 -0.97 1.34 0.247
C -1.94 -0.71 1.33 0.425
O -2.70 -0.99 0.43 -0.646
C -2.41 -0.05 2.62 -1.049
C -2.03 1.44 2.72 0.317
O -0.63 1.64 2.59 -0.542
C -0.14 1.97 1.36 0.640
C 1.21 1.81 1.11 -0.677
C 1.74 2.18 -0.11 -0.614
C 0.94 2.72 -1.11 0.821
C 1.52 3.09 -2.44 -1.618
C -0.42 2.87 -0.86 -1.001
C -0.96 2.50 0.36 0.581
N -2.32 2.67 0.63 -0.042
C -2.92 2.24 1.76 0.007
O -4.08 2.44 2.01 -0.662
C 0.12 -1.64 -0.94 1.198
C -0.72 -0.63 -1.64 -1.431
C 0.93 -2.49 -1.69 -1.034
H 3.63 -4.41 -1.56 0.372
H 2.67 -3.97 -2.98 0.352
H 2.19 -5.33 -1.97 0.299
H 2.51 -4.19 0.75 0.394
H 1.09 -2.73 2.12 0.418
H -0.13 -0.77 2.21 0.299
H -3.50 -0.12 2.66 0.490
H -1.99 -0.58 3.48 0.372
H -2.28 1.78 3.74 0.372
H 1.84 1.41 1.89 0.500
H 2.80 2.05 -0.29 0.414
H 0.86 3.75 -2.98 0.373
H 1.67 2.19 -3.04 0.288
H 2.49 3.57 -2.32 0.401
H -1.07 3.29 -1.62 0.339
H -2.90 3.13 -0.06 0.220
H -0.50 0.37 -1.26 0.178
H -0.52 -0.64 -2.71 0.419
H -1.78 -0.82 -1.47 0.360
H 0.89 -2.41 -2.77 0.303
```

The calculation puts the energy above the lowest of the compared OMol25 structures with the same formula, charge and spin at 0.5244 eV. For the HOMO energy, the calculation gives -0.30359 Ha. The calculation puts the electronic energy at -1071.308653 Eh. The molar mass is 324.4 u. Its SMILES is Cc1ccc(NC(=O)C[C@H]2Oc3ccc(C)cc3NC2=O)c(C)c1.